Formula: C34H35AsN3PtS3
Source: OMol25
Level of theory: ωB97M-V/def2-TZVPD

Properties
- Charge: +1
- Electronic energy: -5030.40348 a.u.
- E_HOMO: -9.76 eV
- Lowest unoccupied orbital energy: -0.129 Ha
- Energy relative to the best compared isomer or geometry (same formula, charge and spin): 0.0 kcal/mol
- Gap between HOMO and LUMO: 6.258 eV

Each line ends with the Löwdin charge.
Atoms and positions in Å:
Pt: -0.572 -0.984 -1.659  0.581
S: -1.626 -1.079 0.371  0.692
C: -1.346 0.353 1.210  -0.555
N: -1.895 0.534 2.402  -0.097
C: -1.699 1.784 3.141  -0.092
C: -0.264 2.189 3.000  -0.111
N: 0.019 2.351 1.575  -0.100
C: 1.010 3.382 1.225  -0.122
C: 2.427 2.879 1.379  -0.209
C: 3.182 2.529 0.264  -0.048
C: 4.476 2.050 0.417  -0.068
C: 5.026 1.918 1.682  -0.078
C: 4.284 2.276 2.799  -0.073
C: 2.993 2.758 2.646  -0.048
C: -0.423 1.464 0.672  -0.654
S: 0.016 1.506 -0.909  0.772
C: -2.658 -0.498 3.133  -0.107
C: -1.898 -0.941 4.359  -0.226
C: -0.688 -1.614 4.211  -0.030
C: 0.032 -2.008 5.327  -0.063
C: -0.455 -1.735 6.601  -0.071
C: -1.661 -1.069 6.753  -0.066
C: -2.380 -0.670 5.632  -0.046
H: -1.946 1.601 4.184  0.129
H: -2.368 2.554 2.748  0.147
H: 0.393 1.437 3.446  0.141
H: -0.083 3.140 3.495  0.133
H: 0.827 4.227 1.890  0.131
H: 0.822 3.696 0.202  0.091
H: 2.753 2.629 -0.724  0.090
H: 5.055 1.783 -0.457  0.107
H: 6.037 1.550 1.799  0.107
H: 4.714 2.193 3.789  0.107
H: 2.433 3.061 3.523  0.107
H: -2.843 -1.332 2.464  0.079
H: -3.623 -0.069 3.408  0.138
H: -0.312 -1.836 3.218  0.096
H: 0.969 -2.536 5.207  0.109
H: 0.103 -2.049 7.472  0.109
H: -2.045 -0.859 7.742  0.110
H: -3.326 -0.155 5.753  0.117
S: 2.832 -1.736 -4.538  1.168
C: 1.568 -1.089 -5.527  -0.450
C: 1.599 -0.833 -6.894  -0.073
C: 0.491 -0.250 -7.474  -0.070
C: -0.621 0.087 -6.696  -0.060
C: -0.648 -0.176 -5.342  -0.042
C: 0.449 -0.791 -4.747  -0.273
N: 0.610 -1.122 -3.397  -0.081
C: 1.816 -1.588 -3.162  -0.529
C: 2.192 -1.913 -1.807  -0.266
C: 3.457 -2.380 -1.455  -0.043
C: 3.733 -2.655 -0.132  -0.075
C: 2.734 -2.463 0.817  -0.070
C: 1.478 -1.997 0.456  -0.128
C: 1.166 -1.700 -0.873  -0.291
H: 2.470 -1.083 -7.485  0.116
H: 0.491 -0.036 -8.533  0.111
H: -1.471 0.567 -7.162  0.112
H: -1.496 0.109 -4.746  0.036
H: 4.220 -2.526 -2.212  0.102
H: 4.709 -3.018 0.161  0.108
H: 2.938 -2.687 1.857  0.105
H: 0.734 -1.877 1.232  0.035
C: -3.250 1.252 -3.130  -0.285
As: -2.867 -0.587 -2.621  0.937
C: -3.513 -1.634 -4.120  -0.271
C: -4.376 -0.856 -1.433  -0.315
H: -4.203 1.307 -3.657  0.039
H: -2.460 1.676 -3.743  0.018
H: -3.314 1.834 -2.211  0.028
H: -4.426 -1.182 -4.507  0.041
H: -3.734 -2.635 -3.751  0.037
H: -2.771 -1.711 -4.910  0.014
H: -5.282 -0.583 -1.974  0.040
H: -4.278 -0.231 -0.549  0.009
H: -4.434 -1.899 -1.127  0.035